Record 1
The molecule C3H5NO2, computed with wB97M-V/def2-TZVPD.

XYZ file:
```
11
Properties=species:S:1:pos:R:3:forces:R:3
C 0.9457 -0.5835 1.3357 0.127 -0.002 0.100
N -0.1506 -0.3047 0.4308 -0.118 0.125 -0.200
C -0.0563 0.5981 -0.5693 0.179 -0.013 0.106
O 0.8677 1.3723 -0.7533 -0.231 -0.203 0.079
C -1.1856 0.5812 -1.5986 -0.180 -0.286 -0.197
O -1.5599 -0.4354 -2.1301 0.060 0.460 0.366
H 1.8524 -0.1687 0.8923 -0.089 -0.059 0.126
H 0.7923 -0.1318 2.3222 0.022 -0.049 -0.169
H 1.0601 -1.6661 1.4508 0.000 0.196 -0.011
H -0.9996 -0.8421 0.5034 0.114 -0.060 -0.157
H -1.5663 1.5807 -1.8840 0.115 -0.110 -0.043
```
Positions in Å, forces in eV/Å.

Calculated values
Relative energy (zero: lowest compared OMol25 entry of this formula, charge and spin) = 87.7 kJ/mol
HOMO energy = -9.81 eV
SMILES string = CNC(=O)C=O
Total energy = -8776.7853 eV
LUMO level = 0.368 eV
Kohn-Sham gap = 10.18 eV

---

Record 2
A cluster of 2 separate species, C3H5NO2 in total, computed with wB97M-V/def2-TZVPD.

XYZ file:
```
11
Properties=species:S:1:pos:R:3:forces:R:3
H -0.7991 0.5499 -2.5659 -0.009 0.090 0.145
N -0.2246 -0.0835 -2.0099 0.234 0.342 0.120
C 0.5156 0.5334 -1.1852 -0.301 -0.376 -0.187
C 1.4583 -0.3241 -0.3729 -0.075 -0.408 0.012
O 1.1782 -1.4406 -0.0091 0.212 0.651 -0.047
H 0.5549 1.6219 -1.0335 0.014 -0.245 -0.096
H 2.4562 0.1182 -0.1728 -0.115 -0.033 0.098
C -1.3220 -0.2190 1.8014 0.233 0.309 -0.079
O -1.2868 0.9266 1.4234 -0.006 -0.403 0.103
H -1.0542 -1.0611 1.1437 -0.074 0.027 -0.082
H -1.5777 -0.4742 2.8438 -0.114 0.047 0.015
```
Positions in Å, forces in eV/Å.

Calculated values
Relative energy (zero: lowest compared OMol25 entry of this formula, charge and spin) = 268.5 kJ/mol
HOMO energy = -10.05 eV
SMILES string = [H]/N=C/C=O.C=O
Total energy = -8774.9117 eV
LUMO level = -0.037 eV
Kohn-Sham gap = 10.01 eV

---

Record 3
The molecule C3H5NO2, computed with wB97M-V/def2-TZVPD.

XYZ file:
```
11
Properties=species:S:1:pos:R:3:forces:R:3
O 2.6268 -0.0728 -0.3437 -0.481 0.156 -0.006
C 1.4398 0.0381 -0.1987 0.329 -0.079 0.024
N 0.6267 -0.6445 0.6897 0.156 -0.099 -0.102
C -0.7303 -0.5509 0.1890 -0.213 -0.018 -0.047
C -0.6678 0.8695 -0.3457 -0.193 -0.029 0.031
O 0.6495 0.8914 -0.9221 0.156 0.078 0.053
H 0.9975 -1.5107 1.0501 -0.007 0.075 -0.105
H -0.8840 -1.2097 -0.6777 -0.088 -0.117 0.208
H -1.4892 -0.7588 0.9439 0.104 0.227 -0.010
H -0.7054 1.6448 0.4274 -0.102 -0.234 0.043
H -1.4339 1.0665 -1.0976 0.338 0.040 -0.089
```
Positions in Å, forces in eV/Å.

Calculated values
Relative energy (zero: lowest compared OMol25 entry of this formula, charge and spin) = 22.6 kJ/mol
HOMO energy = -10.18 eV
SMILES string = O=C1NCCO1
Total energy = -8777.4608 eV
LUMO level = 0.804 eV
Kohn-Sham gap = 10.98 eV

---

Record 4
A cluster of 2 separate species, C3H5NO2 in total, computed with wB97M-V/def2-TZVPD.

XYZ file:
```
11
Properties=species:S:1:pos:R:3:forces:R:3
H -2.1385 -0.3415 -1.4541 0.011 0.038 0.021
N -1.6320 0.2820 -0.8237 0.343 -0.323 0.178
C -0.6631 -0.2968 -0.2858 -0.510 0.338 -0.257
O -0.1821 -1.5876 -0.3994 -0.089 -0.028 -0.092
C 0.9151 -1.3830 0.5235 0.268 -0.057 0.176
C 0.4352 0.0612 0.7124 0.298 0.448 0.428
O 0.7646 1.0104 1.3533 -0.209 -0.619 -0.374
H 1.8860 -1.4970 0.0345 -0.119 0.035 0.064
H 0.8366 -2.0251 1.4045 -0.003 0.090 -0.104
H 0.0165 2.9112 -0.1842 -0.001 0.037 -0.082
H -0.2384 2.8663 -0.8809 0.010 0.042 0.040
```
Positions in Å, forces in eV/Å.

Calculated values
Relative energy (zero: lowest compared OMol25 entry of this formula, charge and spin) = 292.1 kJ/mol
HOMO energy = -10.57 eV
SMILES string = [H]/N=C1\OCC1=O.[H][H]
Total energy = -8774.6678 eV
LUMO level = -0.251 eV
Kohn-Sham gap = 10.32 eV

---

Record 5
The molecule C3H5NO2 in a non-equilibrium geometry, computed with wB97M-V/def2-TZVPD.

XYZ file:
```
11
Properties=species:S:1:pos:R:3:forces:R:3
O 2.0006 -1.2447 0.6858 -0.655 0.340 0.473
C 0.8733 -0.9486 0.3969 0.033 -0.438 0.433
C -0.1590 0.0282 1.0118 -0.302 0.253 -0.333
N -0.9585 0.4436 -0.2086 0.486 -0.148 0.145
C -0.1211 0.7020 -1.2438 0.327 0.011 -0.119
O 1.0728 0.4667 -1.1605 -0.138 0.470 -0.579
H 0.2082 -1.5721 -0.2361 0.500 -0.416 -0.389
H 0.1459 0.9371 1.5315 0.541 -0.222 -0.085
H -0.6130 -0.6497 1.7570 -0.781 0.502 -0.615
H -1.9258 0.7335 -0.3531 0.467 -0.385 0.878
H -0.5235 1.1040 -2.1810 -0.478 0.033 0.191
```
Positions in Å, forces in eV/Å.

Calculated values
Relative energy (zero: lowest compared OMol25 entry of this formula, charge and spin) = 174.2 kJ/mol
HOMO energy = -9.43 eV
SMILES string = O=CCNC=O
Total energy = -8775.8889 eV
LUMO level = 0.659 eV
Kohn-Sham gap = 10.09 eV

---

Record 6
A cluster of 2 separate species, C3H5NO2 in total in a non-equilibrium geometry, computed with wB97M-V/def2-TZVPD.

XYZ file:
```
11
Properties=species:S:1:pos:R:3:forces:R:3
O -1.7278 -0.9798 0.1642 0.985 0.470 -0.030
C -0.7379 -0.3792 -0.0208 -1.045 0.126 -0.090
C -0.0095 0.7158 -0.3453 0.195 -0.229 -0.494
C -0.6932 1.9506 -0.6782 -0.206 0.101 0.008
O -0.1515 2.9500 -1.1101 -0.149 -0.429 0.168
H 1.0256 0.6247 -0.6399 0.024 -0.017 0.340
H -1.7850 1.9179 -0.4925 -0.014 0.186 -0.040
N 0.8608 -1.6053 0.6638 0.405 0.617 0.410
H 1.4430 -2.1344 0.0108 -0.031 0.502 0.361
H 0.4241 -2.2626 1.3125 0.338 0.463 -0.025
H 1.3515 -0.7977 1.1354 -0.503 -1.792 -0.608
```
Positions in Å, forces in eV/Å.

Calculated values
Relative energy (zero: lowest compared OMol25 entry of this formula, charge and spin) = 188.4 kJ/mol
HOMO energy = -9.13 eV
SMILES string = O=C=CC=O.N
Total energy = -8775.7417 eV
LUMO level = 0.397 eV
Kohn-Sham gap = 9.53 eV

---

Record 7
A structure of composition C3H5NO2, computed with wB97M-V/def2-TZVPD.

XYZ file:
```
11
Properties=species:S:1:pos:R:3:forces:R:3
N 0.0772 0.4309 1.5304 -0.010 -0.155 -0.010
C -0.1163 0.5431 0.0975 -0.123 0.049 -0.098
C 0.9109 -0.0260 -0.8861 0.163 -0.030 -0.161
O -0.1134 -0.9192 -1.4649 0.149 0.129 0.265
C -1.0079 -0.5229 -0.5157 -0.710 -0.133 0.402
O -2.0660 -0.9862 -0.2184 0.381 0.048 -0.471
H 0.5914 -0.4175 1.7557 -0.035 0.069 -0.083
H -0.8541 0.2931 1.9237 0.213 0.160 0.160
H -0.4415 1.5580 -0.1537 0.051 -0.174 -0.030
H 1.2883 0.6451 -1.6567 0.043 -0.048 0.148
H 1.7123 -0.6119 -0.4265 -0.123 0.087 -0.121
```
Positions in Å, forces in eV/Å.

Calculated values
Relative energy (zero: lowest compared OMol25 entry of this formula, charge and spin) = 120.1 kJ/mol
HOMO energy = -9.82 eV
Total energy = -8776.4494 eV
LUMO level = 0.852 eV
Kohn-Sham gap = 10.67 eV

---

Record 8
The molecule C3H5NO2, computed with wB97M-V/def2-TZVPD.

XYZ file:
```
11
Properties=species:S:1:pos:R:3:forces:R:3
H 2.2972 1.0784 0.5541 -0.043 -0.044 -0.044
N 1.4252 0.5615 0.4947 0.029 -0.120 -0.343
C 1.3057 -0.0206 -0.6204 0.113 0.143 0.136
O 0.2252 -0.7593 -0.9300 0.063 0.024 -0.011
C -0.7573 -0.8140 0.1007 -0.097 -0.059 0.176
C -1.3803 0.5543 0.3200 -0.198 0.055 0.356
O -1.8532 0.9165 1.3651 0.111 -0.211 -0.502
H 2.0029 -0.0131 -1.4617 -0.042 -0.005 0.137
H -0.3357 -1.1803 1.0402 -0.051 0.057 -0.111
H -1.5202 -1.5077 -0.2671 0.065 0.127 0.071
H -1.4095 1.1843 -0.5957 0.050 0.031 0.135
```
Positions in Å, forces in eV/Å.

Calculated values
Relative energy (zero: lowest compared OMol25 entry of this formula, charge and spin) = 153.6 kJ/mol
HOMO energy = -9.88 eV
SMILES string = [H]/N=C/OCC=O
Total energy = -8776.1028 eV
LUMO level = 0.849 eV
Kohn-Sham gap = 10.73 eV

---

Record 9
A structure of composition C3H5NO2, computed with wB97M-V/def2-TZVPD.

XYZ file:
```
11
Properties=species:S:1:pos:R:3:forces:R:3
O -0.6541 2.5850 -0.0055 0.172 -0.377 -0.118
C -0.2696 1.4895 -0.3700 -0.060 0.148 -0.075
N -0.2434 0.4287 0.6629 -0.106 0.185 0.090
C 0.6845 -0.6755 0.5079 0.054 -0.137 -0.058
C -0.1971 -1.0750 -0.5836 0.017 -0.178 0.052
O 0.0952 0.9905 -1.4663 -0.085 0.216 0.197
H -0.6978 0.5866 1.5561 0.055 -0.032 -0.130
H 1.6971 -0.3817 0.2333 -0.151 -0.035 0.028
H 0.6605 -1.3257 1.3839 -0.006 0.090 -0.115
H -1.1514 -1.5011 -0.2924 0.134 0.050 -0.015
H 0.0764 -1.1214 -1.6262 -0.023 0.071 0.145
```
Positions in Å, forces in eV/Å.

Calculated values
Relative energy (zero: lowest compared OMol25 entry of this formula, charge and spin) = 339.5 kJ/mol
HOMO energy (spin up / spin down) = -9.41 / -9.40 eV
Total energy = -8774.1756 eV
LUMO level (spin up / spin down) = -1.031 / -1.031 eV
Kohn-Sham gap (spin up / spin down) = 8.37 / 8.37 eV

---

Record 10
The molecule C3H5NO2, computed with wB97M-V/def2-TZVPD.

XYZ file:
```
11
Properties=species:S:1:pos:R:3:forces:R:3
N -2.1881 -0.0069 -0.4968 0.396 -0.071 0.084
C -1.0204 0.2814 -0.2314 -0.566 0.174 0.290
C 0.1413 0.4689 0.3847 -0.392 -0.334 -0.108
O 0.3693 1.5555 1.1899 -0.083 0.005 0.241
C 1.1291 -0.6616 0.2176 0.033 0.144 0.191
O 0.7159 -1.2571 -0.9985 0.420 -0.122 -0.251
H -2.5327 0.1611 -1.4404 0.182 0.269 0.023
H -0.4402 1.6581 1.7075 0.267 0.314 0.117
H 2.1877 -0.3774 0.1454 -0.234 0.379 0.270
H 1.0285 -1.3772 1.0450 -0.001 -0.012 -0.300
H 0.6096 -0.4448 -1.5229 -0.021 -0.746 -0.558
```
Positions in Å, forces in eV/Å.

Calculated values
Relative energy (zero: lowest compared OMol25 entry of this formula, charge and spin) = 304.6 kJ/mol
HOMO energy = -8.46 eV
SMILES string = N=C=C(O)CO
Total energy = -8774.5381 eV
LUMO level = 0.644 eV
Kohn-Sham gap = 9.11 eV